Record 1
DFT (wB97M-V/def2-TZVPD) results for the molecule C25H27N3O5S2 at a distorted geometry.

Output
net charge = 0
SMILES string = CCOC(=O)c1sc(NC(=O)c2ccc(S(=O)(=O)N3CCCCCC3)cc2)nc1-c1ccccc1
E_tot = -2305.745230 hartree
HOMO-LUMO gap = 0.291 Eh

Last column: Mulliken charge in e.
Positions of all 62 atoms, in Å:
C1 -2.20 8.11 0.83  -1.11
C2 -1.53 7.87 -0.51  -0.30
O1 -0.88 6.61 -0.56  -0.36
C3 0.36 6.53 -0.04  0.23
O2 0.95 7.48 0.42  -0.62
C4 0.84 5.16 -0.11  0.62
S1 -0.29 3.93 -0.61  0.01
C5 0.95 2.77 -0.26  0.36
N1 0.75 1.43 -0.46  -0.06
C6 -0.44 0.94 -0.92  0.76
O3 -1.36 1.69 -1.17  -0.70
C7 -0.53 -0.53 -1.09  0.78
C8 -1.80 -1.09 -1.13  -1.05
C9 -1.97 -2.45 -1.29  -0.41
C10 -0.85 -3.25 -1.43  -0.18
S2 -1.08 -5.02 -1.67  1.35
O4 0.22 -5.63 -1.66  -0.68
O5 -1.93 -5.22 -2.81  -0.75
N2 -1.96 -5.38 -0.30  0.28
C11 -1.22 -5.32 0.93  -0.80
C12 -1.05 -6.65 1.67  -0.73
C13 -0.67 -7.81 0.75  -0.52
C14 -1.89 -8.51 0.16  -0.79
C15 -2.61 -7.71 -0.92  -0.41
C16 -3.06 -6.31 -0.46  -1.08
C17 0.42 -2.72 -1.42  -0.61
C18 0.59 -1.35 -1.25  -0.65
N3 2.07 3.24 0.18  -0.63
C19 2.04 4.60 0.27  -0.10
C20 3.25 5.27 0.73  0.54
C21 4.02 4.66 1.72  -0.41
C22 5.18 5.26 2.17  -0.55
C23 5.59 6.47 1.64  -0.37
C24 4.84 7.07 0.64  -0.68
C25 3.68 6.48 0.19  -0.41
H1 -1.45 8.15 1.62  0.31
H2 -2.90 7.30 1.05  0.30
H3 -2.74 9.05 0.81  0.38
H4 -0.79 8.66 -0.71  0.32
H5 -2.27 7.84 -1.32  0.32
H6 1.52 0.82 -0.21  0.24
H7 -2.65 -0.43 -1.03  0.44
H8 -2.95 -2.90 -1.33  0.44
H9 -1.70 -4.59 1.60  0.19
H10 -0.23 -4.93 0.66  0.51
H11 -1.97 -6.90 2.20  0.40
H12 -0.27 -6.50 2.42  0.39
H13 -0.09 -8.54 1.32  0.35
H14 -0.04 -7.44 -0.06  0.26
H15 -2.59 -8.75 0.97  0.32
H16 -1.57 -9.46 -0.28  0.35
H17 -3.49 -8.26 -1.25  0.38
H18 -1.95 -7.57 -1.78  0.33
H19 -3.71 -5.89 -1.23  0.38
H20 -3.61 -6.36 0.48  0.58
H21 1.26 -3.38 -1.55  0.55
H22 1.59 -0.94 -1.28  0.35
H23 3.69 3.72 2.12  0.41
H24 5.76 4.78 2.95  0.37
H25 6.49 6.94 2.00  0.39
H26 5.17 8.01 0.22  0.37
H27 3.11 6.95 -0.60  0.40

=====

Record 2
DFT (wB97M-V/def2-TZVPD) results for the molecule C3H17NSi4 at a distorted geometry.

Output
net charge = 0
SMILES string = C[Si](C)(C)[SiH2]N([SiH3])[SiH3]
E_tot = -1337.167232 hartree
HOMO-LUMO gap = 0.340 Eh

Last column: Mulliken charge in e.
Positions of all 25 atoms, in Å:
C1 -1.29 1.15 1.35  -0.94
Si1 -1.47 -0.07 -0.07  0.49
C2 -2.64 0.58 -1.49  -1.18
C3 -2.22 -1.60 0.75  -1.07
Si2 0.42 -0.32 -1.42  0.52
N1 2.12 -0.02 -0.19  0.05
Si3 2.97 -1.47 0.07  0.23
Si4 2.79 1.54 0.03  0.19
H1 -2.05 0.89 2.20  0.28
H2 -0.34 0.89 1.83  0.31
H3 -1.20 2.25 0.95  0.27
H4 -2.43 1.68 -1.81  0.30
H5 -2.65 0.05 -2.42  0.39
H6 -3.62 0.58 -1.03  0.32
H7 -1.27 -2.20 0.67  0.25
H8 -2.57 -1.39 1.74  0.35
H9 -3.03 -2.14 0.22  0.31
H10 0.96 -1.53 -1.84  -0.20
H11 0.36 0.80 -2.33  -0.12
H12 3.98 -1.93 -0.84  -0.13
H13 3.92 -1.05 1.22  -0.16
H14 1.95 -2.57 0.52  -0.12
H15 4.21 1.43 -0.06  -0.14
H16 2.72 2.14 -1.43  -0.10
H17 2.13 2.29 1.16  -0.10

=====

Record 3
DFT (wB97M-V/def2-TZVPD) results for the molecule C24H38N2O5.

Output
net charge = 0
SMILES string = COCCOC1CCN(C(=O)c2ccc(OC)c(OC3CCN(C(C)C)CC3)c2)CC1
E_tot = -1422.995708 hartree
HOMO-LUMO gap = 0.323 Eh

Last column: Mulliken charge in e.
Positions of all 69 atoms, in Å:
C1 4.14 5.13 -4.57  -0.66
O1 4.62 4.27 -3.56  -0.39
C2 3.69 3.32 -3.10  -0.31
C3 2.57 3.93 -2.24  -0.37
O2 1.79 2.94 -1.62  -0.34
C4 2.30 2.42 -0.40  -0.11
C5 1.74 1.00 -0.23  -0.12
C6 2.18 0.42 1.11  -1.05
N1 1.76 1.28 2.19  0.15
C7 0.94 0.95 3.22  0.36
O3 0.73 1.72 4.14  -0.68
C8 0.30 -0.40 3.17  -0.49
C9 0.48 -1.28 4.23  -1.35
C10 -0.16 -2.51 4.23  -0.54
C11 -1.00 -2.87 3.19  1.08
O4 -1.68 -4.05 3.09  -0.41
C12 -1.56 -4.97 4.14  -0.99
C13 -1.21 -1.97 2.11  0.91
O5 -2.06 -2.40 1.15  -0.50
C14 -2.24 -1.65 -0.03  -0.10
C15 -3.48 -2.18 -0.74  -0.92
C16 -3.68 -1.44 -2.06  -0.65
N2 -2.52 -1.65 -2.91  0.25
C17 -2.69 -1.32 -4.32  0.30
C18 -3.62 -2.34 -4.98  -1.62
C19 -3.17 0.11 -4.60  -1.36
C20 -1.34 -1.07 -2.30  -0.97
C21 -1.05 -1.80 -0.99  -0.36
C22 -0.55 -0.75 2.13  0.08
C23 2.31 2.61 2.11  -1.19
C24 1.87 3.27 0.80  -0.62
H1 3.39 5.83 -4.19  0.27
H2 3.72 4.55 -5.40  0.30
H3 5.01 5.69 -4.92  0.25
H4 4.27 2.62 -2.50  0.23
H5 3.24 2.78 -3.95  0.32
H6 1.87 4.49 -2.87  0.29
H7 3.01 4.61 -1.51  0.28
H8 3.40 2.38 -0.44  0.26
H9 2.10 0.37 -1.05  0.56
H10 0.66 1.06 -0.29  -0.15
H11 1.77 -0.58 1.25  0.48
H12 3.28 0.34 1.13  0.39
H13 1.12 -1.01 5.05  0.48
H14 0.00 -3.18 5.05  0.43
H15 -1.91 -4.55 5.09  0.38
H16 -2.20 -5.81 3.87  0.23
H17 -0.53 -5.32 4.26  0.37
H18 -2.39 -0.58 0.21  0.28
H19 -3.35 -3.24 -0.92  0.31
H20 -4.35 -2.04 -0.10  0.44
H21 -4.56 -1.84 -2.56  0.43
H22 -3.85 -0.37 -1.85  0.33
H23 -1.70 -1.44 -4.77  0.35
H24 -3.53 -2.27 -6.06  0.47
H25 -3.35 -3.34 -4.67  0.38
H26 -4.66 -2.16 -4.72  0.36
H27 -4.19 0.26 -4.22  0.29
H28 -2.52 0.83 -4.12  0.32
H29 -3.17 0.29 -5.67  0.46
H30 -0.50 -1.20 -2.98  0.50
H31 -1.46 0.01 -2.09  0.35
H32 -0.13 -1.40 -0.54  0.22
H33 -0.90 -2.86 -1.18  0.23
H34 -0.71 -0.03 1.34  0.42
H35 1.95 3.17 2.97  0.48
H36 3.41 2.56 2.15  0.37
H37 2.30 4.27 0.73  0.39
H38 0.78 3.37 0.79  0.26

=====

LUMO energy: -0.46, 0.24, 0.71 (eV)
ΔE to the lowest compared entry with this formula, charge and spin: 3.4, 228.4, 7.9 (kJ/mol)
HOMO energy: -8.4, -9.0, -8.1 (eV)